Entry 1:
{
  "formula": "C5H8N2",
  "method": "ωB97M-V with the def2-TZVPD basis set",
  "smiles": "CC1=CN1.C=C=N",
  "lumo_ev": 0.925,
  "de_lowest_kj_mol": 462.7,
  "symbols": ["C", "C", "C", "N", "H", "H", "H", "H", "H", "C", "C", "N", "H", "H", "H"],
  "coordinates": [[0.806, 0.749, -1.496], [1.192, -0.173, -0.415], [1.561, -1.262, 0.136], [1.262, -0.126, 1.081], [0.338, 0.209, -2.322], [0.100, 1.490, -1.113], [1.685, 1.275, -1.884], [1.776, -2.312, 0.227], [2.144, 0.322, 1.354], [-2.275, 0.605, 0.195], [-1.825, -0.361, 0.962], [-1.438, -1.257, 1.701], [-2.412, 0.455, -0.869], [-2.496, 1.572, 0.630], [-0.417, -1.185, 1.814]]
}


Entry 2:
{
  "formula": "C16H19N3O6S2",
  "method": "ωB97M-V with the def2-TZVPD basis set",
  "smiles": "CC[C@@H](C)NS(=O)(=O)c1ccc(NS(=O)(=O)c2ccccc2[N+](=O)[O-])cc1",
  "lumo_ev": -1.049,
  "de_lowest_kj_mol": 0.0,
  "symbols": ["C", "C", "C", "C", "N", "S", "O", "O", "C", "C", "C", "C", "N", "S", "O", "O", "C", "C", "C", "C", "C", "C", "N", "O", "O", "C", "C", "H", "H", "H", "H", "H", "H", "H", "H", "H", "H", "H", "H", "H", "H", "H", "H", "H", "H", "H"],
  "coordinates": [[1.201, 2.958, 0.065], [2.010, 1.904, 0.811], [2.786, 0.969, -0.126], [3.945, 1.660, -0.840], [3.239, -0.182, 0.637], [3.377, -1.617, -0.212], [4.091, -2.516, 0.643], [3.866, -1.402, -1.546], [1.651, -2.056, -0.292], [0.974, -2.274, 0.894], [-0.380, -2.542, 0.869], [-1.056, -2.581, -0.352], [-2.428, -2.819, -0.374], [-3.420, -1.990, 0.682], [-4.752, -2.080, 0.184], [-3.149, -2.412, 2.019], [-2.896, -0.253, 0.591], [-2.205, 0.270, 1.668], [-1.909, 1.624, 1.718], [-2.343, 2.468, 0.708], [-3.050, 1.957, -0.366], [-3.309, 0.593, -0.428], [-3.974, 0.087, -1.606], [-4.847, 0.760, -2.089], [-3.553, -0.957, -2.057], [-0.357, -2.380, -1.542], [1.000, -2.119, -1.508], [0.648, 3.573, 0.771], [1.850, 3.609, -0.514], [0.492, 2.485, -0.611], [2.714, 2.391, 1.488], [1.337, 1.288, 1.412], [2.095, 0.560, -0.872], [4.641, 2.075, -0.114], [3.585, 2.459, -1.480], [4.465, 0.930, -1.454], [4.056, -0.004, 1.202], [1.526, -2.238, 1.819], [-0.932, -2.729, 1.775], [-2.838, -2.838, -1.299], [-1.931, -0.399, 2.467], [-1.358, 2.021, 2.556], [-2.138, 3.526, 0.756], [-3.403, 2.595, -1.163], [-0.887, -2.422, -2.482], [1.569, -1.954, -2.410]]
}


Entry 3:
{
  "formula": "C4H5IN2",
  "method": "ωB97M-V with the def2-TZVPD basis set",
  "smiles": "[H]/N=C/[C@](C)(I)C#N",
  "lumo_ev": -0.262,
  "de_lowest_kj_mol": 180.5,
  "symbols": ["H", "N", "C", "C", "C", "I", "C", "N", "H", "H", "H", "H"],
  "coordinates": [[2.098, 0.755, 1.669], [1.508, 0.340, 1.054], [0.295, 0.346, 1.251], [-0.697, -0.108, -0.094], [0.152, 0.218, -1.270], [-2.690, 0.702, -0.137], [-0.705, -1.510, 0.041], [-0.630, -2.661, 0.078], [-0.168, 0.786, 2.173], [1.038, -0.265, -1.437], [-0.576, 0.064, -2.080], [0.375, 1.334, -1.248]]
}


Entry 4:
{
  "formula": "C4H6N2O",
  "method": "ωB97M-V with the def2-TZVPD basis set",
  "smiles": "Cc1cc(O)n[nH]1",
  "lumo_ev": 0.951,
  "de_lowest_kj_mol": 84.9,
  "symbols": ["C", "C", "C", "C", "O", "N", "N", "H", "H", "H", "H", "H", "H"],
  "coordinates": [[0.313, 2.009, -0.262], [0.172, 0.530, -0.082], [-0.352, -0.460, -0.892], [-0.361, -1.603, -0.059], [-0.872, -2.810, -0.385], [0.145, -1.376, 1.135], [0.442, -0.058, 1.110], [0.801, 2.472, 0.602], [-0.681, 2.459, -0.351], [0.885, 2.273, -1.155], [-0.693, -0.388, -1.919], [-0.824, -3.358, 0.412], [1.026, 0.310, 1.844]]
}


Entry 5:
{
  "formula": "C4H10N2P2",
  "method": "ωB97M-V with the def2-TZVPD basis set",
  "s_squared": 2.024,
  "spin_multiplicity": 3,
  "lumo_ev": [0.256, -1.860],
  "de_lowest_kj_mol": 14.8,
  "symbols": ["C", "C", "C", "C", "N", "N", "P", "P", "H", "H", "H", "H", "H", "H", "H", "H", "H", "H"],
  "coordinates": [[-0.693, 0.808, 0.400], [-1.121, 0.993, -0.801], [0.601, 0.183, 1.050], [1.577, -0.114, -0.163], [-3.788, 2.082, 0.908], [2.330, -1.370, -0.210], [-3.563, 1.879, -0.587], [1.575, -2.790, -0.630], [-1.369, 1.236, 1.103], [-0.714, 0.804, -1.832], [1.023, 0.752, 1.907], [0.324, -0.904, 1.344], [2.196, 0.757, -0.172], [0.927, -0.344, -1.060], [-4.576, 2.361, 1.348], [3.054, -1.462, 0.459], [0.374, -2.119, -1.022], [1.843, -2.753, -2.043]]
}


Total energy readings, ordered: -304.659267; -2033.073991; -562.546654; -340.762588; -950.378378 a.u.